Here is a 2-piece molecular cluster, CH7N2O overall in a non-equilibrium geometry from the OMol25 dataset. Energies are from ωB97M-V/def2-TZVPD.

**F_max**: 0.0737 hartree/bohr
**E_tot**: -6171.205 eV
**Energy relative to the best compared isomer or geometry (same formula, charge and spin)**: 125.5 kJ/mol
**Charge**: +1

Last columns: bonded neighbours and bond lengths (Å).
Atoms and positions in Å:
1 N 0.30 1.23 1.00  C2 1.349, H4 1.024, H5 1.014
2 C 0.02 1.32 -0.31  N1 1.349, N3 1.277, H6 1.204
3 N -0.03 0.28 -1.06  C2 1.277, H7 1.022, H8 1.079
4 H 0.17 0.27 1.34  N1 1.024
5 H 1.18 1.70 1.18  N1 1.014
6 H -0.17 2.33 -0.94  C2 1.204
7 H 0.09 0.16 -2.07  N3 1.022
8 H 0.04 -0.67 -0.55  N3 1.079
9 H 0.26 -2.43 0.57  O11 0.947
10 H -1.36 -2.32 0.38  O11 0.966
11 O -0.50 -1.88 0.45  H9 0.947, H10 0.966